1.
24
Properties=species:S:1:pos:R:3:forces:R:3:mulliken_charge:R:1 method="wB97M-V/def2-TZVPD" homo_lumo_gap_ev=10.4 smiles="CC(=O)[C@H](C(C)C)[N+](=O)[O-].O" largest_force_ev_per_a=3.69 spin_multiplicity=1
C 1.91700 -1.41506 1.48227 0.8854 -1.5139 -2.7029 -1.24
C 0.95339 -1.06938 0.26623 0.2983 -0.6116 -0.3406 0.67
O 0.89081 -1.58454 -0.83649 0.2119 -0.0691 1.9386 -0.53
C 0.15025 0.21277 0.52528 0.0956 0.3290 -2.5571 -0.43
C -1.16163 0.39050 -0.25148 0.3481 -1.2391 2.7334 0.22
C -2.12067 -0.69645 0.16572 -0.2695 0.6308 0.7661 -1.56
C -1.78981 1.72648 -0.02970 0.0719 1.8922 1.3996 -1.30
N 1.11780 1.28837 -0.03412 -2.2313 -0.3615 -0.3201 1.13
O 0.97129 1.69261 -1.15418 -0.2617 -0.2037 -0.7152 -0.57
O 1.89927 1.71246 0.73542 2.3454 1.0807 2.2349 -0.66
H 1.99242 -0.54595 2.08427 0.7218 1.0162 0.2153 0.39
H 1.58755 -2.16612 2.19019 -0.6540 -0.4943 -0.3138 0.41
H 2.91621 -1.82342 1.02889 -1.7852 1.1086 1.0263 0.22
H 0.08163 0.34252 1.56063 -0.1554 0.7330 1.5182 0.51
H -0.91521 0.11098 -1.18722 0.8727 -0.0442 -3.5883 0.52
H -2.64071 -0.26618 1.04266 0.3393 -1.2859 0.3717 0.35
H -2.87316 -0.62636 -0.57559 -0.9774 -0.5847 -0.8979 0.43
H -1.67248 -1.70970 0.17540 -0.5325 0.6260 0.4786 0.40
H -2.91246 1.79159 -0.23806 1.7324 -0.0043 -0.6289 0.37
H -1.09443 2.58136 -0.44804 -2.0042 -1.4588 0.8096 0.27
H -1.84327 1.77822 1.11260 0.3532 0.5486 -1.2059 0.37
O 3.06489 -0.01462 -1.03103 2.5013 -0.9639 -0.5377 -0.58
H 3.80340 0.64136 -0.89056 -1.0618 -1.1662 -0.2971 0.29
H 3.49644 -0.88016 -1.33505 -0.8444 2.0361 0.6131 0.29

2.
95
Properties=species:S:1:pos:R:3:forces:R:3:mulliken_spin:R:1 method="wB97M-V/def2-TZVPD" homo_lumo_gap_ev="5.8 / 5.6" s2=2.0219 largest_force_ev_per_a=1.27 spin_multiplicity=3
Mo -1.48718 0.51936 -0.59864 -0.6946 0.3193 -0.9576 1.79
S -4.59801 4.29015 -1.41559 0.0319 -0.0349 -0.0590 0.02
As -4.31895 2.25238 -1.16876 -0.1420 0.2665 0.4209 0.02
S -2.64813 1.52538 -2.50865 0.7873 0.6670 0.5699 -0.07
S -3.10564 1.79340 0.64503 0.0047 -0.0853 -0.0107 0.06
S -5.96030 0.92028 -1.32676 -0.0754 0.1356 0.2980 0.02
Cl 4.02971 -3.89720 -4.01718 -0.0035 0.0062 0.0032 0.00
C 2.77251 -2.93496 -3.34345 -0.0273 -0.0279 0.0731 0.01
C 2.31262 -3.17534 -2.05395 0.0490 0.0086 -0.0687 0.00
Cl 3.00933 -4.43854 -1.11460 0.0032 0.0162 0.0063 0.00
C 1.29666 -2.39574 -1.51616 -0.0387 -0.1142 -0.0521 0.01
Cl 0.78277 -2.64038 0.11991 0.0125 -0.1404 -0.2109 0.00
C 0.67664 -1.36266 -2.23973 0.3972 0.0682 -0.1663 -0.01
O -0.30975 -0.67115 -1.79359 -0.1757 -0.4416 0.2004 0.06
C 1.17582 -1.13393 -3.54312 -0.0231 -0.0736 0.0303 0.01
Cl 0.44848 0.14729 -4.43574 -0.0410 0.0143 0.0092 0.00
C 2.20039 -1.89671 -4.08035 -0.0004 0.0547 -0.0434 0.00
Cl 2.76199 -1.56952 -5.67158 -0.0042 -0.0031 0.0223 0.00
S 2.17818 4.75186 1.43930 -0.1006 0.0179 0.0419 0.00
C 2.92286 5.88713 2.46720 -0.0255 -0.0357 0.0108 0.00
C 2.97624 5.45123 3.75853 -0.0194 -0.0230 -0.0413 0.00
C 2.39834 4.16821 3.91309 0.0404 0.0286 -0.0019 0.00
C 1.91977 3.65722 2.73680 -0.0296 0.0550 -0.0217 0.00
C 1.26812 2.36358 2.53359 -0.0660 -0.0310 -0.0765 -0.02
C 0.35440 2.18855 1.47698 -0.0088 -0.1123 0.0078 0.03
N -0.24970 1.04350 1.22062 0.1481 -0.0432 0.1430 -0.03
C -0.05994 0.01994 2.08629 -0.0386 0.1020 -0.0315 0.02
C 0.83807 0.08435 3.15169 0.0079 0.0033 0.0120 0.00
C 0.97081 -1.05204 4.02025 -0.0270 -0.0314 -0.0206 0.00
C 0.15089 -2.11588 3.89528 0.0051 0.0399 -0.0093 0.00
C -0.87486 -2.13483 2.89001 -0.0797 -0.0117 0.0208 -0.02
C -1.84921 -3.13551 2.79931 0.0280 0.0395 -0.0288 0.01
C -2.87172 -3.01498 1.88284 0.0436 0.0129 -0.0051 -0.01
C -2.84258 -1.92181 0.99326 0.0474 -0.0247 -0.0059 0.02
N -1.85710 -1.04191 0.97011 0.0011 -0.1563 0.2899 -0.01
C -0.93041 -1.09807 1.95702 -0.1298 0.0674 0.0667 0.03
C -3.93838 -4.01537 1.78866 0.0729 -0.0313 0.0636 0.00
C -4.33025 -4.91462 2.74137 -0.0224 0.0498 -0.0677 0.00
C -5.35692 -5.77994 2.28728 -0.0181 0.0282 -0.0805 0.00
C -5.71689 -5.52314 0.99957 0.0046 -0.0498 0.0295 0.00
S -4.83211 -4.22426 0.33221 -0.0202 0.0130 -0.0170 0.00
C 1.53495 1.28256 3.34151 0.0416 -0.0251 -0.0349 0.01
H 3.27848 6.82187 2.06874 0.0110 0.0563 -0.0193 0.00
H 3.39576 6.02926 4.56729 0.0154 0.0269 0.0325 0.00
H 2.31036 3.65691 4.86039 -0.0101 -0.0229 0.0352 0.00
H 0.11950 3.01623 0.82328 0.0027 0.0146 0.0109 0.01
H 1.71982 -1.01930 4.80075 0.0085 0.0015 0.0082 0.00
H 0.22654 -2.95784 4.57087 0.0008 -0.0073 0.0093 0.00
H -1.80344 -3.98730 3.46559 -0.0052 -0.0208 0.0186 0.00
H -3.62758 -1.77081 0.26405 0.0144 -0.0174 0.0433 0.01
H -3.91989 -4.94665 3.73921 0.0207 0.0162 0.0432 0.00
H -5.81305 -6.54698 2.89318 -0.0246 -0.0269 0.0155 0.00
H -6.47414 -6.01259 0.41186 -0.0425 -0.0252 -0.0245 0.00
H 2.27216 1.35497 4.13018 0.0275 0.0129 0.0302 0.00
N -1.72754 -3.81634 -1.99818 0.2559 -0.0558 0.2961 0.00
C -2.02181 -3.07089 -3.26372 0.0033 0.0118 0.0753 0.00
P -3.39488 -1.95104 -2.75291 -0.3060 0.0702 -0.8223 0.00
O -4.61464 -2.79171 -2.65136 0.1710 -0.0368 0.1890 0.00
O -2.86500 -1.20253 -1.57564 0.3882 0.3541 0.9768 0.01
C -3.57866 -0.83384 -4.18490 -0.1520 -0.0307 -0.1183 0.00
N -4.70194 0.08536 -3.86885 -0.4374 -0.7598 -0.9128 0.00
H -1.04487 -4.56592 -2.12777 -0.0452 0.0905 0.0344 0.00
H -2.60018 -4.20856 -1.61691 0.0742 0.0162 -0.0078 0.00
H -1.34313 -3.15891 -1.29386 -0.0966 -0.0778 -0.1664 0.00
H -2.33910 -3.78545 -4.01981 -0.0098 -0.0015 0.0218 0.00
H -1.11133 -2.55856 -3.56117 0.0428 0.0736 -0.0481 0.00
H -3.80957 -1.42430 -5.07076 -0.0673 0.0294 0.0006 0.00
H -2.69102 -0.22285 -4.33741 0.0627 -0.0970 -0.0730 0.00
H -5.11903 0.52375 -4.68948 0.0127 -0.0639 0.0741 0.00
H -4.32837 0.82071 -3.23717 0.1663 -0.0073 -0.0789 0.01
H -5.43710 -0.34611 -3.29254 -0.1138 0.0202 -0.0354 0.00
N 6.08094 3.94163 2.90939 0.1017 -0.0388 0.0452 0.00
C 5.41723 3.20083 1.94480 -0.0103 0.0057 0.0071 0.00
C 5.29107 3.68058 0.64153 0.0704 -0.0740 -0.0423 0.00
C 4.67074 2.91681 -0.33109 0.0710 0.0474 -0.0104 0.00
C 4.15433 1.66929 -0.01368 0.0953 -0.0195 -0.0550 0.00
C 4.29575 1.17159 1.27577 -0.0353 -0.0162 0.0422 0.00
C 4.91836 1.92908 2.24720 -0.0155 0.0075 -0.0124 0.00
S 3.35902 0.68734 -1.24740 0.3943 -0.1616 0.1555 0.00
O 3.70947 1.25850 -2.52748 0.0732 -0.1057 -0.0180 0.00
O 3.70072 -0.68449 -0.97630 -0.0051 0.0398 -0.0191 0.00
N 1.79236 0.84305 -0.95394 0.0700 -0.4105 0.1186 0.01
C 1.16731 1.90403 -1.39825 -0.0281 0.3240 -0.1246 -0.02
S 1.90918 3.29784 -2.15312 -0.1359 0.2467 -0.1208 0.00
C 0.41991 4.16857 -2.01737 -0.0871 -0.0628 0.0350 0.00
C -0.54830 3.38512 -1.52720 -0.0229 0.1503 -0.0429 0.02
N -0.14998 2.08871 -1.21776 -0.3966 -0.0658 0.0933 0.01
H 6.14044 4.93190 2.74168 -0.0392 0.0046 0.0120 0.00
H 5.87027 3.71360 3.86735 -0.0243 0.0297 -0.0474 0.00
H 5.69237 4.65462 0.39011 0.0166 0.0242 -0.0078 0.00
H 4.58933 3.27972 -1.34610 0.0726 -0.0126 0.0323 0.00
H 3.93044 0.17799 1.50053 -0.0148 -0.0375 0.0117 0.00
H 5.04420 1.53486 3.24878 0.0046 -0.0173 0.0317 0.00
H 0.32224 5.18395 -2.35671 -0.0167 0.0552 -0.0103 0.00
H -1.57532 3.67638 -1.37356 -0.0204 0.0263 0.0100 0.00

3.
11
Properties=species:S:1:pos:R:3:forces:R:3:mulliken_spin:R:1 method="wB97M-V/def2-TZVPD" homo_lumo_gap_ev="8.4 / 5.1" s2=6.0049 largest_force_ev_per_a=2.42 spin_multiplicity=5
O -1.38886 1.56412 1.04090 0.9609 -0.7090 -0.3062 0.03
C -0.84947 1.30283 -0.04664 -1.8942 1.4870 0.0675 0.00
O -1.23469 1.50155 -1.21055 1.0463 -0.7394 0.4653 0.04
O 0.65682 -0.64876 0.05806 0.8824 0.6102 0.1504 0.02
C 0.54776 0.65951 0.07114 -1.9197 -1.4045 -0.4374 0.04
O 1.56668 1.34106 0.12099 2.0282 0.5676 -0.0253 0.00
Rh 3.58566 0.84870 -0.17695 -0.7075 0.1017 0.1318 3.86
C -0.51420 -1.47761 0.03897 -0.7569 -0.3530 -0.0460 0.00
H -0.14901 -2.50766 0.06710 -0.0038 0.3157 -0.0041 0.00
H -1.13637 -1.27621 0.91951 0.1921 0.0549 -0.2674 0.00
H -1.08432 -1.30754 -0.88253 0.1723 0.0687 0.2713 0.00